# 1
Below is a gas-phase ion, C6H9Br2N2 (charge +1) in a non-equilibrium geometry, with properties calculated with ωB97M-V with the def2-TZVPD basis set.

Last column: Mulliken charge in e.
Atoms and positions in Å:
C1 0.2475 -0.9996 0.1193  -0.52
C2 -0.4933 1.7360 -0.9535  -0.42
C3 0.6745 0.0058 1.1316  1.27
C4 0.4257 1.2793 0.9218  -0.34
C5 -0.5033 -0.8202 -0.9586  0.29
C6 1.2902 -0.4268 2.4634  -1.58
N1 -0.8757 -1.8073 -1.8897  -0.55
N2 -1.2501 0.4547 -1.0826  -0.16
Br1 0.7160 2.8107 1.8860  -0.04
Br2 0.7614 1.7893 -2.5395  -0.06
H1 0.7449 -1.9542 0.0614  0.29
H2 -1.1449 2.6116 -0.8018  0.50
H3 2.1270 -1.1000 2.4064  0.34
H4 0.6324 -0.9681 3.1573  0.33
H5 1.6274 0.3365 3.1802  0.39
H6 -1.3440 -1.4129 -2.7376  0.24
H7 -0.1222 -2.4609 -2.1635  0.30
H8 -1.8625 0.4624 -0.2499  0.40
H9 -1.6511 0.4636 -1.9507  0.32

Cartesian forces, eV/Å:
1.154 0.150 -0.231
3.375 -1.549 2.267
-0.318 -0.750 0.618
-1.517 1.813 -3.504
0.071 -0.401 0.131
-0.218 -0.232 1.255
-0.012 1.218 -1.044
1.357 0.327 3.101
0.027 0.001 0.005
-1.314 0.215 1.756
0.144 -0.265 0.722
0.351 -0.504 -0.357
0.471 -0.283 -0.779
-0.631 -0.122 -0.781
-0.069 0.520 -1.028
0.726 -0.771 0.951
-0.685 0.637 0.350
-0.592 -0.013 -0.766
-2.319 0.008 -2.667

The total charge is +1. For the gap between HOMO and LUMO, the calculation gives 8.66 eV. The calculation puts the max |F| at 0.0846 hartree/bohr. The energy above the lowest of the compared OMol25 structures with the same formula, charge and spin comes out at 0.0 kcal/mol.


# 2
Below is a molecular structure, CH10NaO8 in a non-equilibrium geometry, with properties calculated with ωB97M-V with the def2-TZVPD basis set.

Last column: Mulliken charge in e.
Atoms and positions in Å:
Na1 0.3016 -0.3489 -0.2885  0.79
C1 -1.3348 -0.2207 2.3060  0.63
O1 -2.3255 -0.0872 3.0971  -0.79
O2 -1.5695 0.1113 1.0531  -0.86
O3 -0.1962 -0.7375 2.6398  -0.86
O4 -2.0950 2.3608 -0.3581  -0.75
H1 -1.8314 1.6215 0.2592  0.48
H2 -2.1545 3.1347 0.2072  0.29
O5 1.7911 -2.1521 -0.6590  -0.52
H3 1.1388 -2.8295 -0.8614  0.29
H4 2.6327 -2.6151 -0.6748  0.24
O6 -0.3555 -1.4025 -2.7202  -0.53
H5 -0.0207 -1.5203 -3.6139  0.28
H6 -0.2182 -2.2546 -2.3001  0.28
O7 0.3556 1.8429 -1.7146  -0.63
H7 -0.5267 2.2329 -1.5618  0.36
H8 0.9768 2.5454 -1.5050  0.28
O8 1.8762 0.3985 1.9637  -0.72
H9 1.0077 -0.0206 2.2569  0.49
H10 2.5474 -0.0588 2.4743  0.24

Cartesian forces, eV/Å:
-0.323 0.693 0.796
-2.659 -0.032 0.631
1.394 -0.186 0.116
1.474 0.305 -1.428
-0.021 -0.040 -0.156
0.328 0.277 -0.288
-0.328 -0.583 0.300
-0.040 -0.047 0.067
-0.102 -0.179 -0.286
0.111 -0.174 0.247
0.065 0.132 0.151
-0.033 -0.034 0.096
0.055 0.145 0.009
-0.183 -0.108 -0.133
0.090 -0.063 -0.305
-0.120 -0.197 0.460
-0.018 -0.048 0.132
1.261 0.631 -0.759
-0.928 -0.475 0.343
-0.022 -0.017 0.008

The total charge is -1. For the gap between HOMO and LUMO, the calculation gives 4.07 eV. The calculation puts the max |F| at 0.0532 hartree/bohr. The energy above the lowest of the compared OMol25 structures with the same formula, charge and spin comes out at 0.0 kcal/mol.